<a>
Entry from the Open Molecules 2025 dataset: C3H7NO in the gas phase (ωB97M-V/def2-TZVPD).

For the frontier orbital gap, the calculation gives 10.2 eV. As for the SMILES: CN(C)C=O.

Each line ends with the natural charge from an NBO analysis.
CARTESIAN COORDINATES (ANGSTROEM)
C -0.58 -0.77 -1.23  0.559
N 0.11 -0.41 -0.06  -0.507
C 0.77 0.89 -0.39  -0.433
C -0.34 -0.40 1.32  -0.404
O -0.55 -1.84 -1.76  -0.510
H -1.15 0.04 -1.73  0.088
H 1.40 0.62 -1.23  0.211
H 0.19 1.80 -0.52  0.191
H 1.49 1.04 0.42  0.210
H 0.40 -0.76 2.03  0.202
H -0.43 0.63 1.68  0.182
H -1.32 -0.85 1.45  0.211


<b>
Entry from the Open Molecules 2025 dataset: C3H7NO in the gas phase (ωB97M-V/def2-TZVPD).

For the frontier orbital gap, the calculation gives 10.3 eV. As for the SMILES: CNC(C)=O.

Each line ends with the natural charge from an NBO analysis.
CARTESIAN COORDINATES (ANGSTROEM)
C 0.20 -0.85 -1.30  -0.711
C -0.90 -0.43 -0.34  0.675
N -0.63 0.52 0.59  -0.624
C 0.64 0.81 1.20  -0.415
O -2.06 -0.73 -0.60  -0.627
H 0.91 -0.02 -1.35  0.213
H -0.30 -1.10 -2.23  0.252
H 0.66 -1.73 -0.85  0.228
H -1.44 1.00 0.93  0.402
H 1.24 -0.09 1.24  0.199
H 1.21 1.45 0.51  0.191
H 0.46 1.15 2.21  0.218


Going by the energies, <b> is most stable and the next is 32.6 kcal/mol up.


<a>
Entry from the Open Molecules 2025 dataset: C3H7NO in the gas phase (ωB97M-V/def2-TZVPD).

For the frontier orbital gap, the calculation gives 9.9 eV. As for the SMILES: OC1CNC1.

Each line ends with the natural charge from an NBO analysis.
CARTESIAN COORDINATES (ANGSTROEM)
C -0.23 0.86 0.00  0.073
C 0.90 0.06 0.63  -0.237
C -0.92 -0.49 -0.21  -0.241
H 0.48 0.77 -1.72  0.465
H -0.75 1.59 0.58  0.185
H 1.90 0.46 0.23  0.192
H 0.92 0.00 1.71  0.182
H 0.34 -2.10 0.40  0.372
H -1.52 -0.79 -1.11  0.192
H -1.70 -0.75 0.63  0.157
N 0.34 -1.13 0.00  -0.646
O 0.23 1.53 -1.15  -0.694


<b>
Entry from the Open Molecules 2025 dataset: C3H7NO in the gas phase (ωB97M-V/def2-TZVPD).

For the frontier orbital gap, the calculation gives 10.6 eV. As for the SMILES: CNC(C)=O.

Each line ends with the natural charge from an NBO analysis.
CARTESIAN COORDINATES (ANGSTROEM)
C 1.65 0.86 -0.27  -0.426
N 0.36 0.63 0.35  -0.614
C -0.53 -0.26 -0.18  0.671
O -0.29 -0.94 -1.17  -0.636
C -1.82 -0.48 0.57  -0.707
H 1.76 0.13 -1.07  0.244
H 2.46 0.71 0.46  0.195
H 1.72 1.87 -0.68  0.193
H 0.10 1.17 1.15  0.392
H -1.84 -1.56 0.68  0.244
H -2.67 -0.21 -0.06  0.239
H -1.91 0.03 1.54  0.205


<c>
Entry from the Open Molecules 2025 dataset: C3H7NO as an isolated structure (ωB97M-V/def2-TZVPD).

For the frontier orbital gap, the calculation gives 6.4 eV.

Each line ends with the natural charge from an NBO analysis.
CARTESIAN COORDINATES (ANGSTROEM)
C -0.71 -0.76 0.01  -0.142
C 0.38 -0.42 0.61  -0.079
C 0.62 1.18 0.77  -0.017
O 1.31 1.53 1.77  -0.596
N -1.20 -1.37 -2.44  -1.137
H -1.68 -0.81 0.49  0.281
H -0.94 -1.17 -1.18  0.324
H 1.17 -0.98 1.08  0.292
H 1.10 1.37 -0.23  0.189
H -0.35 1.72 0.77  0.156
H -1.95 -0.78 -2.78  0.354
H -1.00 -2.13 -3.09  0.374


<d>
Entry from the Open Molecules 2025 dataset: C3H7NO in the gas phase (ωB97M-V/def2-TZVPD).

For the frontier orbital gap, the calculation gives 10.6 eV. As for the SMILES: NC1(O)CC1.

Each line ends with the natural charge from an NBO analysis.
CARTESIAN COORDINATES (ANGSTROEM)
C -1.15 -0.04 -0.23  -0.448
C -0.34 -0.96 0.65  -0.433
C 0.28 0.29 0.12  0.351
O 0.40 1.28 1.09  -0.705
N 1.34 0.22 -0.83  -0.849
H -1.87 0.59 0.28  0.223
H 0.28 2.14 0.65  0.467
H -1.43 -0.37 -1.23  0.212
H -0.02 -1.91 0.22  0.211
H -0.57 -0.99 1.71  0.227
H 1.98 -0.53 -0.64  0.372
H 1.09 0.27 -1.80  0.372


Going by the energies, <b> is most stable and the next is 32.8 kcal/mol up.


<a>
Entry from the Open Molecules 2025 dataset: C40H33N2O2P2PdS3Se as an isolated structure (ωB97M-V/def2-TZVPD).

For the frontier orbital gap, the calculation gives 7.4 eV. The charge is +1.

Each line ends with the Mulliken charge.
CARTESIAN COORDINATES (ANGSTROEM)
Pd 0.28 -0.76 -0.59  0.531
S -0.23 1.58 -0.99  -0.831
P -1.25 1.28 0.73  2.492
C -0.52 -0.25 1.27  -1.633
P -1.17 -1.90 1.53  1.789
S 0.04 -2.94 0.29  -0.586
C -2.90 -2.07 1.05  0.302
C -3.89 -1.54 1.88  -0.095
C -5.22 -1.70 1.55  -0.872
C -5.57 -2.39 0.39  -0.566
C -4.58 -2.91 -0.44  -0.778
C -3.24 -2.74 -0.11  -0.565
C -1.12 -2.40 3.26  0.653
C -2.00 -3.40 3.70  -0.396
C -1.95 -3.85 5.01  -0.786
C -1.02 -3.31 5.89  -0.492
C -0.14 -2.33 5.46  -0.913
C -0.18 -1.88 4.15  -0.156
C -3.01 1.25 0.41  0.647
C -3.90 1.87 1.29  -0.577
C -5.25 1.89 1.00  -0.787
C -5.72 1.30 -0.16  -0.631
C -4.84 0.67 -1.04  -0.610
C -3.49 0.65 -0.76  -0.543
C -0.98 2.54 1.97  -0.141
C -0.72 2.20 3.29  0.014
C -0.56 3.20 4.24  -0.762
C -0.65 4.53 3.87  -0.487
C -0.91 4.88 2.54  -0.746
C -1.07 3.88 1.59  -0.269
H -3.62 -1.02 2.80  0.503
H -5.99 -1.29 2.19  0.437
H -6.61 -2.53 0.14  0.438
H -4.85 -3.45 -1.33  0.431
H -2.47 -3.16 -0.74  0.511
H -2.73 -3.82 3.02  0.465
H -2.63 -4.62 5.34  0.425
H -0.98 -3.66 6.91  0.399
H 0.58 -1.91 6.14  0.451
H 0.52 -1.13 3.82  0.359
H -3.53 2.35 2.19  0.436
H -5.94 2.39 1.68  0.433
H -6.78 1.33 -0.39  0.432
H -5.21 0.21 -1.94  0.457
H -2.80 0.18 -1.45  0.361
H -0.64 1.16 3.58  0.343
H -0.36 2.94 5.27  0.458
H -0.52 5.31 4.61  0.411
H -0.98 5.92 2.26  0.431
H -1.27 4.14 0.56  0.441
C 3.22 -2.22 -4.25  -0.878
N 2.66 -0.88 -4.14  0.443
C 1.45 -0.55 -3.68  -0.424
Se 0.20 -1.70 -2.88  -0.210
N 1.30 0.78 -3.81  0.227
C 2.44 1.34 -4.34  0.455
C 2.79 2.66 -4.63  -0.924
C 4.06 2.86 -5.15  -0.565
C 4.93 1.79 -5.39  -0.675
C 4.58 0.48 -5.11  -0.525
C 3.31 0.28 -4.57  0.570
H 2.65 -2.88 -3.60  0.265
H 4.26 -2.19 -3.93  0.336
H 3.16 -2.57 -5.27  0.295
H 0.48 1.26 -3.47  0.226
H 2.11 3.48 -4.45  0.470
H 4.38 3.86 -5.39  0.427
H 5.91 1.99 -5.80  0.429
H 5.26 -0.34 -5.28  0.470
O 6.77 0.66 -2.31  -0.475
C 5.96 -0.41 -2.20  0.300
O 6.20 -1.41 -2.83  -0.576
C 4.79 -0.29 -1.28  1.255
C 4.14 0.93 -1.06  -0.861
C 3.02 0.98 -0.24  -1.114
C 2.56 -0.18 0.37  0.085
S 1.25 -0.03 1.67  0.312
C 3.22 -1.39 0.18  -0.547
C 4.33 -1.44 -0.65  -0.949
H 6.54 1.33 -1.66  0.366
H 4.48 1.83 -1.56  0.295
H 2.51 1.92 -0.08  0.611
H 2.87 -2.28 0.69  0.577
H 4.84 -2.38 -0.82  0.483


<b>
Entry from the Open Molecules 2025 dataset: C40H33N2O2P2PdS3Se as an isolated structure (ωB97M-V/def2-TZVPD).

For the frontier orbital gap, the calculation gives 6.1 eV. The charge is +1.

Each line ends with the Mulliken charge.
CARTESIAN COORDINATES (ANGSTROEM)
Pd 0.47 -0.11 -0.49  0.842
S -0.56 -2.09 -1.36  -0.682
P -1.45 -2.03 0.48  1.773
C -0.91 -0.49 0.97  -0.603
P -0.19 0.34 2.27  1.646
S 1.28 1.32 1.25  -0.666
C 0.47 -0.74 3.55  0.293
C -0.42 -1.38 4.41  -0.158
C 0.06 -2.32 5.31  -0.832
C 1.42 -2.60 5.37  -0.490
C 2.30 -1.95 4.52  -0.737
C 1.83 -1.03 3.60  -0.515
C -1.32 1.47 3.10  0.624
C -1.05 1.90 4.40  -0.396
C -1.89 2.83 4.99  -0.736
C -2.98 3.33 4.30  -0.509
C -3.24 2.91 3.00  -0.898
C -2.41 1.98 2.40  -0.309
C -0.92 -3.40 1.53  0.579
C -1.83 -4.07 2.34  -0.425
C -1.39 -5.07 3.19  -0.759
C -0.04 -5.41 3.22  -0.548
C 0.87 -4.74 2.41  -0.627
C 0.43 -3.74 1.56  -0.385
C -3.23 -2.16 0.39  -0.190
C -4.04 -1.25 1.06  -0.152
C -5.42 -1.39 1.02  -0.748
C -5.99 -2.43 0.30  -0.466
C -5.18 -3.33 -0.39  -0.759
C -3.81 -3.20 -0.34  -0.101
H -1.48 -1.16 4.37  0.470
H -0.63 -2.82 5.98  0.426
H 1.79 -3.32 6.09  0.438
H 3.36 -2.17 4.57  0.446
H 2.51 -0.53 2.92  0.452
H -0.20 1.51 4.94  0.454
H -1.69 3.17 6.00  0.429
H -3.64 4.06 4.77  0.401
H -4.09 3.30 2.46  0.464
H -2.58 1.66 1.38  0.150
H -2.88 -3.80 2.32  0.406
H -2.09 -5.60 3.82  0.435
H 0.30 -6.20 3.88  0.430
H 1.92 -5.01 2.43  0.446
H 1.14 -3.23 0.91  0.230
H -3.58 -0.43 1.61  0.322
H -6.05 -0.68 1.55  0.455
H -7.07 -2.53 0.26  0.408
H -5.63 -4.13 -0.96  0.416
H -3.18 -3.91 -0.87  0.408
C 4.07 1.78 -1.69  -0.738
N 3.47 0.88 -2.66  0.430
C 2.94 -0.32 -2.40  -0.557
Se 2.87 -1.22 -0.74  -0.199
N 2.49 -0.82 -3.57  0.102
C 2.73 0.06 -4.60  0.548
C 2.47 0.00 -5.97  -0.852
C 2.89 1.07 -6.72  -0.671
C 3.55 2.17 -6.14  -0.550
C 3.81 2.23 -4.78  -0.617
C 3.37 1.15 -4.02  0.469
H 3.69 1.54 -0.70  0.141
H 3.81 2.81 -1.95  0.287
H 5.16 1.67 -1.69  0.294
H 2.04 -1.73 -3.62  0.298
H 1.97 -0.85 -6.42  0.456
H 2.72 1.07 -7.79  0.425
H 3.86 2.99 -6.77  0.451
H 4.30 3.08 -4.35  0.508
O 1.62 5.29 -5.71  -0.476
C 2.03 4.98 -4.46  0.469
O 3.04 5.45 -4.02  -0.569
C 1.17 4.03 -3.68  1.223
C 0.47 3.00 -4.28  -0.782
C -0.23 2.08 -3.50  -0.812
C -0.27 2.24 -2.12  0.134
S -1.31 1.16 -1.17  -0.369
C 0.43 3.29 -1.52  -0.270
C 1.16 4.17 -2.29  -1.190
H 0.73 4.95 -5.86  0.364
H 0.51 2.86 -5.36  0.227
H -0.75 1.25 -3.96  0.537
H 0.38 3.41 -0.44  0.656
H 1.72 4.97 -1.84  0.481


Going by the energies, <a> is most stable and the next is 37.4 kcal/mol up.


<a>
Entry from the Open Molecules 2025 dataset: C5H10O in the gas phase (ωB97M-V/def2-TZVPD).

For the frontier orbital gap, the calculation gives 10.6 eV. As for the SMILES: COC1(C)CC1.

Each line ends with the natural charge from an NBO analysis.
CARTESIAN COORDINATES (ANGSTROEM)
C -0.56 1.45 -1.30  -0.258
O -0.06 1.28 0.01  -0.527
C 0.07 -0.07 0.37  0.242
C -1.25 -0.80 0.50  -0.632
C 1.33 -0.70 -0.14  -0.456
C 1.18 -0.34 1.32  -0.424
H -0.13 2.36 -1.73  0.190
H -0.29 0.60 -1.95  0.173
H -1.66 1.55 -1.29  0.170
H -1.13 -1.77 0.99  0.216
H -1.90 -0.17 1.12  0.221
H -1.73 -0.96 -0.47  0.209
H 1.39 -1.74 -0.44  0.214
H 1.94 -0.02 -0.73  0.223
H 1.74 0.50 1.71  0.227
H 1.06 -1.16 2.03  0.212


<b>
Entry from the Open Molecules 2025 dataset: C5H10O in the gas phase (ωB97M-V/def2-TZVPD).

For the frontier orbital gap, the calculation gives 11.2 eV. As for the SMILES: OCCC1CC1.

Each line ends with the natural charge from an NBO analysis.
CARTESIAN COORDINATES (ANGSTROEM)
O -0.39 -1.16 -2.00  -0.719
C -1.40 -0.39 -1.37  -0.056
C -0.80 0.65 -0.44  -0.424
C 0.08 0.09 0.66  -0.241
C 1.09 1.00 1.29  -0.412
C 1.56 -0.23 0.57  -0.441
H 0.30 -1.30 -1.33  0.469
H -2.10 -1.04 -0.82  0.150
H -1.97 0.10 -2.17  0.178
H -1.61 1.20 0.05  0.214
H -0.24 1.38 -1.04  0.205
H -0.45 -0.58 1.34  0.214
H 1.25 1.94 0.77  0.211
H 1.16 1.07 2.37  0.216
H 2.14 -0.10 -0.34  0.218
H 1.91 -1.05 1.19  0.219


<c>
Entry from the Open Molecules 2025 dataset: C5H10O as an isolated structure (ωB97M-V/def2-TZVPD).

For the frontier orbital gap (alpha / beta), the calculation gives 7.3 / 8.0 eV.

Each line ends with the natural charge from an NBO analysis.
CARTESIAN COORDINATES (ANGSTROEM)
O 2.71 0.04 0.12  -0.665
C 1.42 -0.12 0.50  0.166
C 0.36 0.08 -0.41  -0.383
C -0.90 -0.75 -0.11  -0.201
C -1.92 0.36 -0.41  -0.465
C -0.72 1.26 -0.23  -0.342
H 3.27 0.05 0.91  0.484
H 0.89 -2.14 0.11  -0.048
H 1.22 -0.19 1.57  0.162
H 0.71 0.04 -1.44  0.236
H -0.93 -1.01 0.96  0.168
H 0.13 -2.17 -0.20  0.039
H -2.35 0.35 -1.42  0.206
H -2.71 0.48 0.33  0.209
H -0.65 1.73 0.75  0.212
H -0.52 2.00 -1.01  0.221


Going by the energies, <b> is most stable and the next is 6.5 kcal/mol up.